{
  "formula": "CHClFNO2",
  "method": "the ωB97M-V functional and the def2-TZVPD basis",
  "smiles": "O=[N+]([O-])[C@@H](F)Cl",
  "energy_ha": -803.86571,
  "species": ["O", "N", "O", "C", "F", "Cl", "H"],
  "coordinates": [[1.196, -0.844, 1.152], [0.355, -0.896, 0.259], [-0.129, -1.782, -0.331], [-0.186, 0.585, -0.277], [-1.499, 0.155, -0.582], [-0.184, 1.928, 0.818], [0.448, 0.854, -1.038]]
}

=====

{
  "formula": "C22H31N3O4",
  "method": "the ωB97M-V functional and the def2-TZVPD basis",
  "smiles": "CCOC(=O)[C@@]1(CC(=O)N[C@@H](Cc2cccnc2)C2CCCC2)CCCNC1=O",
  "energy_ha": -1322.22963,
  "species": ["C", "C", "O", "C", "O", "C", "C", "C", "O", "N", "C", "C", "C", "C", "C", "C", "N", "C", "C", "C", "C", "C", "C", "C", "C", "C", "N", "C", "O", "H", "H", "H", "H", "H", "H", "H", "H", "H", "H", "H", "H", "H", "H", "H", "H", "H", "H", "H", "H", "H", "H", "H", "H", "H", "H", "H", "H", "H", "H", "H"],
  "coordinates": [[-1.518, -3.108, 1.464], [-0.065, -3.100, 1.868], [0.673, -2.464, 0.802], [1.989, -2.377, 0.992], [2.576, -2.878, 1.913], [2.667, -1.507, -0.075], [2.540, -0.033, 0.381], [1.233, 0.330, 1.085], [1.169, 0.354, 2.307], [0.195, 0.627, 0.284], [-1.145, 0.803, 0.816], [-1.371, 2.176, 1.487], [-0.928, 3.411, 0.752], [0.414, 3.724, 0.568], [0.754, 4.886, -0.104], [-0.259, 5.716, -0.558], [-1.550, 5.456, -0.368], [-1.856, 4.333, 0.274], [-2.162, 0.360, -0.241], [-3.557, 0.035, 0.354], [-4.546, 0.902, -0.437], [-3.879, 1.023, -1.808], [-2.421, 1.296, -1.436], [4.146, -1.903, -0.154], [4.297, -3.321, -0.686], [3.729, -3.416, -2.088], [2.419, -2.775, -2.171], [1.999, -1.711, -1.440], [1.117, -0.978, -1.863], [-2.111, -3.600, 2.236], [-1.892, -2.092, 1.343], [-1.659, -3.644, 0.526], [0.108, -2.532, 2.782], [0.328, -4.107, 2.012], [3.324, 0.158, 1.112], [2.695, 0.614, -0.484], [0.304, 0.360, -0.687], [-1.237, 0.087, 1.642], [-2.437, 2.256, 1.720], [-0.842, 2.138, 2.442], [1.183, 3.072, 0.963], [1.790, 5.156, -0.265], [-0.026, 6.633, -1.087], [-2.916, 4.144, 0.422], [-1.750, -0.575, -0.635], [-3.788, -1.020, 0.201], [-3.605, 0.217, 1.430], [-5.553, 0.488, -0.469], [-4.612, 1.898, 0.014], [-3.962, 0.072, -2.342], [-4.312, 1.799, -2.440], [-2.323, 2.340, -1.143], [-1.724, 1.125, -2.257], [4.662, -1.195, -0.811], [4.578, -1.815, 0.841], [5.347, -3.615, -0.707], [3.782, -4.014, -0.020], [4.412, -2.929, -2.793], [3.624, -4.456, -2.397], [1.951, -2.825, -3.065]]
}

=====

{
  "formula": "C60H90BrClN2O15SSi",
  "method": "the ωB97M-V functional and the def2-TZVPD basis",
  "smiles": "C#CCc1c(CCCCCCCC[Si](C)(C)c2ccccc2)cc2c(c1[C@@H](Cl)CC)C(=O)C(CCSc1nnco1)=C(Br)C2=O.CCOC(C)=O.CCOC(C)=O.CCOC(C)=O.CCOC(C)=O.CCOC(C)=O.CCOC(C)=O",
  "energy_ha": -7299.49883,
  "species": ["C", "C", "C", "C", "C", "C", "C", "C", "C", "C", "C", "C", "C", "Si", "C", "C", "C", "C", "C", "C", "C", "C", "C", "C", "C", "C", "C", "Cl", "C", "C", "C", "O", "C", "C", "C", "S", "C", "N", "N", "C", "O", "C", "Br", "C", "O", "H", "H", "H", "H", "H", "H", "H", "H", "H", "H", "H", "H", "H", "H", "H", "H", "H", "H", "H", "H", "H", "H", "H", "H", "H", "H", "H", "H", "H", "H", "H", "H", "H", "H", "H", "H", "H", "H", "H", "H", "H", "H", "C", "C", "O", "C", "C", "O", "H", "H", "H", "H", "H", "H", "H", "H", "C", "C", "O", "C", "C", "O", "H", "H", "H", "H", "H", "H", "H", "H", "C", "C", "O", "C", "C", "O", "H", "H", "H", "H", "H", "H", "H", "H", "C", "C", "O", "C", "C", "O", "H", "H", "H", "H", "H", "H", "H", "H", "C", "C", "O", "C", "C", "O", "H", "H", "H", "H", "H", "H", "H", "H", "C", "C", "O", "C", "C", "O", "H", "H", "H", "H", "H", "H", "H", "H"],
  "coordinates": [[-0.220, 5.764, -2.460], [-0.657, 4.587, -2.076], [-1.077, 3.110, -1.524], [-0.908, 3.191, 0.082], [-2.247, 3.522, 0.901], [-3.696, 3.717, 0.189], [-4.531, 2.306, 0.339], [-4.396, 1.341, -0.949], [-3.490, 0.005, -0.680], [-2.294, -0.011, -1.764], [-1.929, -1.465, -2.362], [-0.601, -1.250, -3.303], [0.062, -2.659, -3.737], [1.915, -2.569, -4.221], [3.064, -3.680, -3.122], [2.066, -3.314, -6.018], [2.644, -0.797, -4.308], [4.151, -0.618, -3.812], [4.931, 0.756, -3.851], [4.207, 2.037, -4.412], [2.701, 1.882, -4.882], [1.910, 0.490, -4.843], [-2.256, 3.649, 2.499], [-0.869, 3.460, 3.216], [0.475, 3.133, 2.402], [0.486, 2.968, 0.840], [1.812, 2.594, 0.008], [2.965, 4.012, -0.264], [2.569, 1.251, 0.574], [2.243, -0.010, -0.429], [1.802, 2.995, 3.338], [2.922, 3.356, 2.855], [1.665, 2.453, 4.872], [2.863, 1.626, 5.578], [4.305, 2.381, 5.479], [5.504, 1.513, 4.314], [5.981, 2.638, 2.935], [6.424, 4.025, 2.905], [6.632, 4.482, 1.625], [6.367, 3.419, 0.662], [5.985, 2.346, 1.515], [0.424, 2.765, 5.547], [0.051, 2.240, 7.456], [-0.804, 3.565, 4.828], [-1.688, 4.204, 5.506], [0.263, 6.763, -2.733], [-0.415, 2.289, -2.015], [-2.152, 2.894, -1.872], [-4.309, 4.545, 0.732], [-3.623, 4.042, -0.909], [-5.658, 2.606, 0.412], [-4.240, 1.817, 1.337], [-5.467, 0.947, -1.188], [-4.061, 1.943, -1.874], [-4.106, -0.964, -0.641], [-3.041, 0.154, 0.383], [-2.437, 0.709, -2.652], [-1.338, 0.360, -1.203], [-2.838, -1.839, -2.986], [-1.721, -2.208, -1.512], [-0.996, -0.759, -4.286], [0.112, -0.563, -2.715], [-0.513, -3.108, -4.649], [-0.021, -3.467, -2.898], [3.409, -3.126, -2.166], [4.033, -3.829, -3.758], [2.595, -4.713, -2.914], [3.012, -2.816, -6.480], [2.236, -4.456, -5.987], [1.186, -2.999, -6.696], [4.756, -1.529, -3.415], [6.032, 0.783, -3.502], [4.807, 3.021, -4.460], [2.203, 2.852, -5.286], [0.825, 0.426, -5.229], [-3.202, 3.884, 3.105], [1.443, 2.285, -1.056], [3.707, 1.384, 0.658], [2.161, 0.926, 1.605], [1.085, -0.122, -0.512], [2.712, 0.254, -1.463], [2.700, -1.003, -0.019], [2.687, 1.413, 6.695], [2.905, 0.578, 5.063], [4.818, 2.425, 6.505], [4.115, 3.457, 5.087], [6.452, 3.397, -0.485], [-5.424, -5.485, 0.495], [-4.996, -5.683, -0.946], [-3.833, -4.898, -1.249], [-2.567, -5.290, -1.010], [-2.328, -6.484, -0.130], [-1.636, -4.641, -1.442], [-4.652, -5.815, 1.194], [-6.341, -6.042, 0.705], [-5.602, -4.425, 0.698], [-4.837, -6.733, -1.197], [-5.789, -5.325, -1.607], [-2.167, -6.145, 0.896], [-1.433, -7.000, -0.484], [-3.132, -7.216, -0.153], [-6.063, -7.322, -6.956], [-6.485, -6.775, -5.608], [-5.862, -7.506, -4.539], [-4.631, -7.249, -4.056], [-3.720, -6.339, -4.830], [-4.242, -7.805, -3.049], [-4.987, -7.221, -7.114], [-6.581, -6.798, -7.764], [-6.294, -8.389, -7.024], [-6.297, -5.702, -5.510], [-7.561, -6.911, -5.486], [-3.082, -6.942, -5.481], [-3.096, -5.791, -4.120], [-4.242, -5.590, -5.421], [-0.096, -0.942, 5.464], [-1.426, -1.203, 4.790], [-1.524, -0.468, 3.560], [-1.041, -0.895, 2.377], [-0.101, -2.068, 2.354], [-1.304, -0.293, 1.358], [0.740, -1.276, 4.845], [-0.042, -1.458, 6.426], [0.043, 0.129, 5.631], [-1.617, -2.267, 4.630], [-2.232, -0.839, 5.432], [0.928, -1.702, 2.375], [-0.267, -2.624, 1.429], [-0.256, -2.774, 3.167], [0.691, 8.548, 0.723], [0.308, 9.561, -0.336], [-0.996, 9.278, -0.869], [-2.154, 9.691, -0.315], [-2.135, 10.243, 1.083], [-3.200, 9.549, -0.911], [0.008, 8.578, 1.576], [1.705, 8.734, 1.087], [0.643, 7.534, 0.317], [0.371, 10.592, 0.023], [1.005, 9.484, -1.174], [-2.358, 9.438, 1.788], [-2.906, 11.013, 1.160], [-1.197, 10.721, 1.357], [7.343, 6.974, 3.959], [7.456, 7.577, 2.574], [6.483, 8.619, 2.386], [6.656, 9.901, 2.761], [7.799, 10.243, 3.676], [5.857, 10.750, 2.424], [7.544, 7.713, 4.739], [8.048, 6.147, 4.078], [6.331, 6.600, 4.131], [8.464, 7.938, 2.351], [7.232, 6.810, 1.831], [7.445, 10.235, 4.709], [8.154, 11.245, 3.424], [8.657, 9.581, 3.577], [-2.966, -11.843, 2.964], [-2.900, -10.465, 2.337], [-1.640, -10.259, 1.679], [-1.367, -10.647, 0.417], [-2.310, -11.593, -0.274], [-0.339, -10.296, -0.122], [-2.890, -12.632, 2.212], [-3.904, -11.974, 3.509], [-2.132, -11.987, 3.657], [-3.734, -10.270, 1.658], [-2.961, -9.710, 3.124], [-1.956, -12.616, -0.133], [-2.315, -11.356, -1.340], [-3.341, -11.511, 0.062]]
}

=====

{
  "formula": "C5H12O2",
  "method": "the ωB97M-V functional and the def2-TZVPD basis",
  "smiles": "CCCCC=O.O",
  "energy_ha": -348.16751,
  "species": ["C", "C", "C", "C", "C", "O", "H", "H", "H", "H", "H", "H", "H", "H", "H", "H", "O", "H", "H"],
  "coordinates": [[1.219, 0.690, 1.748], [0.915, -0.091, 0.485], [-0.487, -0.713, 0.461], [-1.619, 0.329, 0.330], [-1.999, 0.564, -1.099], [-1.184, 0.594, -1.992], [1.781, 0.125, 2.504], [0.315, 1.087, 2.212], [1.917, 1.490, 1.531], [1.015, 0.541, -0.379], [1.596, -0.911, 0.268], [-0.566, -1.479, -0.305], [-0.613, -1.183, 1.439], [-2.488, 0.004, 0.896], [-1.291, 1.304, 0.706], [-3.048, 0.718, -1.422], [1.576, -1.268, -2.762], [2.162, -1.087, -2.015], [0.799, -0.715, -2.608]]
}

=====

{
  "formula": "C20H44ClF4N2O9PS6",
  "method": "the ωB97M-V functional and the def2-TZVPD basis",
  "energy_ha": -5165.15135,
  "species": ["N", "C", "C", "C", "C", "C", "O", "Cl", "C", "C", "F", "F", "C", "F", "F", "C", "O", "N", "C", "S", "P", "O", "O", "H", "H", "H", "H", "H", "H", "H", "H", "H", "H", "H", "H", "H", "H", "C", "S", "O", "C", "H", "H", "H", "H", "H", "H", "C", "S", "O", "C", "H", "H", "H", "H", "H", "H", "C", "S", "O", "C", "H", "H", "H", "H", "H", "H", "C", "S", "O", "C", "H", "H", "H", "H", "H", "H", "C", "S", "O", "C", "H", "H", "H", "H", "H", "H"],
  "coordinates": [[0.368, 2.041, 6.116], [-0.295, 0.767, 5.985], [0.034, -0.166, 4.795], [0.485, 0.365, 3.421], [1.810, 1.134, 3.358], [2.906, 0.685, 4.295], [2.806, 0.389, 5.451], [4.522, 0.704, 3.541], [0.463, -0.947, 2.553], [1.557, -1.337, 1.583], [1.295, -2.637, 1.233], [2.771, -1.339, 2.193], [1.677, -0.584, 0.255], [2.524, -1.295, -0.541], [0.473, -0.542, -0.355], [-0.971, -1.089, 2.063], [-1.559, -2.118, 1.820], [-1.525, 0.217, 1.969], [-0.609, 1.182, 2.626], [0.119, 2.213, 1.265], [-1.815, 2.307, 3.589], [-1.084, 3.756, 3.549], [-2.960, 2.631, 2.490], [0.360, 2.626, 5.306], [1.263, 2.003, 6.564], [-1.361, 0.953, 5.982], [-0.108, 0.211, 6.894], [-0.833, -0.804, 4.651], [0.832, -0.826, 5.110], [2.224, 1.094, 2.364], [1.664, 2.190, 3.553], [0.542, -1.761, 3.268], [2.094, 0.413, 0.333], [-2.358, 0.157, 2.564], [-0.943, 2.279, 0.456], [-0.131, 3.682, 3.460], [-3.690, 2.044, 2.709], [3.939, -0.864, -3.417], [4.769, 0.198, -2.228], [3.891, 1.380, -2.017], [6.088, 0.718, -3.333], [3.047, -1.260, -2.939], [3.662, -0.281, -4.295], [4.602, -1.683, -3.693], [5.662, 1.193, -4.216], [6.687, -0.148, -3.614], [6.708, 1.432, -2.795], [-4.494, 1.319, -1.766], [-4.945, 0.215, -0.433], [-4.921, 1.010, 0.827], [-3.433, -0.753, -0.478], [-5.293, 2.049, -1.888], [-3.563, 1.829, -1.523], [-4.374, 0.746, -2.684], [-2.577, -0.099, -0.318], [-3.356, -1.252, -1.445], [-3.481, -1.494, 0.317], [-2.197, -0.893, -6.423], [-3.017, 0.580, -5.802], [-2.691, 0.671, -4.350], [-4.687, -0.061, -5.908], [-1.124, -0.718, -6.392], [-2.450, -1.745, -5.791], [-2.509, -1.073, -7.451], [-4.774, -0.963, -5.306], [-4.937, -0.275, -6.946], [-5.366, 0.695, -5.524], [-9.099, -3.091, -5.641], [-8.228, -1.943, -4.569], [-7.401, -1.074, -5.448], [-7.120, -3.159, -3.846], [-9.819, -2.521, -6.223], [-8.389, -3.580, -6.308], [-9.622, -3.828, -5.032], [-6.543, -3.644, -4.634], [-7.701, -3.894, -3.290], [-6.450, -2.636, -3.166], [9.012, 0.267, 4.548], [8.458, 1.450, 3.315], [7.410, 0.775, 2.510], [9.966, 1.424, 2.337], [8.190, 0.103, 5.242], [9.276, -0.672, 4.061], [9.868, 0.675, 5.085], [10.166, 0.406, 2.001], [10.795, 1.799, 2.938], [9.816, 2.072, 1.478]]
}

=====

What is the formula in the fifth record?
C20H44ClF4N2O9PS6